1.
This record from OMol25 describes an isolated molecule of C3H8OS in a non-equilibrium geometry. The level of theory is wB97M-V/def2-TZVPD.

Each line ends with the Mulliken charge.
Geometry (Å):
1 C -0.719 -0.619 1.772  -0.774
2 S -1.245 -0.863 0.050  -0.156
3 C 0.222 -0.544 -1.066  -0.655
4 C 0.772 0.857 -0.963  -0.350
5 O -0.205 1.871 -1.004  -0.474
6 H -1.118 0.219 2.279  0.304
7 H -0.839 -1.592 2.258  0.333
8 H 0.387 -0.557 1.688  0.219
9 H -0.249 -0.750 -1.995  0.334
10 H 0.996 -1.343 -0.748  0.295
11 H 1.371 0.858 -0.100  0.272
12 H 1.545 0.987 -1.710  0.356
13 H -0.918 1.477 -0.461  0.295

## Properties
highest occupied orbital energy	-9.00	eV
2S+1	1
E	-592.49613	Ha
energy above the lowest of the compared OMol25 structures with the same formula, charge and spin	0.597	eV
M	92.16	g/mol
LUMO	0.0315	Ha
SMILES	CSCCO

***

2.
This record from OMol25 describes the ion C4H8N with charge +1 in a non-equilibrium geometry. The level of theory is wB97M-V/def2-TZVPD.

Each line ends with the Mulliken charge.
Geometry (Å):
1 C -2.127 -0.343 -0.074  -0.586
2 C -0.636 0.643 0.060  -0.135
3 C 0.269 1.454 -0.340  0.008
4 N 0.743 0.359 0.565  -0.076
5 C 1.503 -0.745 -0.049  -0.773
6 H -2.359 -0.435 1.087  0.290
7 H -1.599 -1.089 -0.541  0.274
8 H -2.867 0.199 -0.733  0.316
9 H 0.754 2.249 -0.839  0.397
10 H 1.083 0.638 1.478  0.321
11 H 1.648 -1.484 0.852  0.303
12 H 1.108 -1.068 -1.003  0.336
13 H 2.480 -0.378 -0.462  0.325

## Properties
highest occupied orbital energy	-15.88	eV
2S+1	1
charge	+1
E	-211.55222	Ha
energy above the lowest of the compared OMol25 structures with the same formula, charge and spin	3.235	eV
M	70.11	g/mol
LUMO	-0.1287	Ha
SMILES	CC1=C[N@@H+]1C

***

3.
This record from OMol25 describes a cluster of 2 separate species, C4H13N2OS in total in a non-equilibrium geometry. The level of theory is wB97M-V/def2-TZVPD.

Each line ends with the Mulliken charge.
Geometry (Å):
1 C -0.405 -1.647 -0.401  -0.326
2 N 0.838 -1.403 0.319  -0.348
3 C 2.098 -1.301 -0.387  -0.490
4 N 2.817 0.014 -0.285  -0.650
5 C -1.652 -1.113 0.356  -0.867
6 C -1.944 0.384 0.110  -0.437
7 S -1.416 1.595 1.399  -0.674
8 H -0.306 -1.322 -1.467  0.335
9 H -0.513 -2.775 -0.556  0.249
10 H 0.782 -0.585 0.920  0.239
11 H 1.994 -1.541 -1.439  0.333
12 H 2.842 -1.948 0.063  0.281
13 H 2.814 0.729 -1.014  0.306
14 H 2.716 0.494 0.616  0.242
15 H -1.505 -1.346 1.410  0.337
16 H -2.474 -1.647 -0.099  0.375
17 H -1.449 0.873 -0.755  -0.113
18 H -3.015 0.449 0.174  0.298
19 H 1.295 1.379 -1.129  0.262
20 H -0.048 1.727 -1.547  0.327
21 O 0.772 1.407 -1.948  -0.678

## Properties
highest occupied orbital energy	-2.66	eV
2S+1	1
charge	-1
E	-743.13432	Ha
energy above the lowest of the compared OMol25 structures with the same formula, charge and spin	1.218	eV
M	137.23	g/mol
LUMO	0.1414	Ha

***

4.
This record from OMol25 describes a structure of composition C18H20Cl2N4O2SY. The level of theory is wB97M-V/def2-TZVPD.

Each line ends with the Mulliken spin population.
Geometry (Å):
1 Y -0.109 -0.362 0.476  0.021
2 O -0.318 -2.465 1.232  0.000
3 N -1.097 -2.971 2.176  0.000
4 C -0.938 -4.284 2.455  0.002
5 C -1.698 -4.899 3.408  0.000
6 C -2.649 -4.141 4.096  0.000
7 C -2.790 -2.809 3.802  0.000
8 C -1.999 -2.187 2.822  0.000
9 S -2.128 -0.518 2.430  0.000
10 H -0.175 -4.769 1.866  -0.001
11 H -1.548 -5.949 3.607  0.000
12 H -3.267 -4.597 4.857  0.000
13 H -3.509 -2.189 4.316  0.000
14 Cl 3.381 3.342 -0.035  0.005
15 C 3.461 1.772 -0.800  0.044
16 C 4.516 1.475 -1.652  0.004
17 C 4.570 0.236 -2.253  0.021
18 Cl 5.905 -0.111 -3.318  0.006
19 C 3.586 -0.749 -2.035  -0.090
20 C 3.581 -2.049 -2.618  0.496
21 C 2.538 -2.920 -2.288  -0.135
22 C 1.534 -2.536 -1.439  0.283
23 N 1.480 -1.283 -0.868  0.172
24 C 2.526 -0.407 -1.168  0.059
25 C 2.456 0.850 -0.539  0.030
26 O 1.414 1.093 0.268  0.002
27 H 5.283 2.214 -1.835  0.003
28 H 4.377 -2.342 -3.284  0.036
29 H 2.516 -3.920 -2.703  -0.007
30 H 0.735 -3.215 -1.169  0.043
31 C -1.883 3.525 1.079  0.000
32 C -1.756 2.980 -0.338  0.000
33 C -2.981 3.336 -1.173  0.000
34 C -0.476 3.490 -0.989  0.000
35 N -1.663 1.500 -0.159  0.001
36 N -1.413 0.704 -1.330  0.006
37 H -2.008 4.607 1.053  0.000
38 H -0.988 3.292 1.656  0.000
39 H -2.748 3.097 1.591  0.000
40 H -3.053 4.419 -1.284  0.000
41 H -3.900 2.985 -0.696  0.000
42 H -2.924 2.916 -2.179  0.000
43 H -0.478 4.580 -0.971  0.000
44 H -0.401 3.191 -2.037  0.000
45 H 0.407 3.135 -0.456  0.000
46 H -2.541 1.162 0.230  -0.001
47 H -0.628 1.118 -1.829  0.001
48 H -2.198 0.652 -1.971  -0.001

## Properties
highest occupied orbital energy (alpha / beta)	-4.62 / -6.88	eV
2S+1	2
E	-2424.40508	Ha
<S²>	0.77
energy above the lowest of the compared OMol25 structures with the same formula, charge and spin	0.090	eV
M	516.26	g/mol
LUMO (alpha / beta)	-0.0023 / -0.0023	Ha

***

5.
This record from OMol25 describes a structure of composition C9H18BiCl2IrN3O4P in a non-equilibrium geometry. The level of theory is wB97M-V/def2-TZVPD.

Each line ends with the Mulliken spin population.
Geometry (Å):
1 Ir -0.655 -1.096 -5.882  1.800
2 Bi 0.475 0.758 -2.665  0.007
3 Cl -2.636 -2.160 -5.408  0.721
4 Cl -0.761 2.933 -2.921  0.005
5 C 2.021 2.405 -1.878  0.000
6 C 0.200 -2.709 -5.594  0.190
7 C 0.186 0.531 -6.214  0.097
8 O 2.165 3.493 -1.528  0.000
9 O 0.681 -3.775 -5.472  0.025
10 O 0.641 1.595 -6.416  0.158
11 C 1.711 1.035 2.529  -0.001
12 N 1.459 0.225 1.347  0.000
13 C 2.600 -0.570 0.859  -0.001
14 P -0.064 -0.057 0.815  0.012
15 O -0.094 -0.201 -0.690  0.009
16 N -0.702 -1.407 1.548  0.684
17 C -1.992 -1.879 1.021  0.013
18 C 0.114 -2.513 2.066  0.009
19 N -1.101 1.123 1.283  0.084
20 C -1.731 1.155 2.608  0.008
21 C -1.182 2.389 0.568  -0.003
22 H 2.779 1.262 2.568  0.000
23 H 1.433 0.511 3.459  0.000
24 H 1.154 1.980 2.476  0.000
25 H 2.834 -1.394 1.545  0.001
26 H 2.397 -0.975 -0.140  0.001
27 H 3.477 0.086 0.794  -0.001
28 H -1.872 -2.455 0.088  0.049
29 H -2.431 -2.525 1.787  0.012
30 H -2.666 -1.031 0.841  0.011
31 H 0.500 -3.166 1.258  0.063
32 H 0.956 -2.133 2.675  0.005
33 H -0.545 -3.115 2.712  0.018
34 H -1.222 1.873 3.264  0.006
35 H -2.770 1.463 2.480  0.000
36 H -1.707 0.161 3.066  0.011
37 H -0.464 3.130 0.970  0.004
38 H -0.989 2.266 -0.499  -0.001
39 H -2.200 2.790 0.680  0.006

## Properties
highest occupied orbital energy (alpha / beta)	-21.94 / -21.77	eV
2S+1	5
charge	+4
E	-2397.84973	Ha
<S²>	6.02
energy above the lowest of the compared OMol25 structures with the same formula, charge and spin	0.000	eV
M	735.34	g/mol
LUMO (alpha / beta)	-0.5715 / -0.6214	Ha

***

6.
This record from OMol25 describes an isolated molecule of C4H7NS in a non-equilibrium geometry. The level of theory is wB97M-V/def2-TZVPD.

Each line ends with the Mulliken charge.
Geometry (Å):
1 C 0.660 0.998 1.031  -1.301
2 C -0.424 0.280 0.361  0.432
3 C -0.232 0.200 -1.150  -0.695
4 C -0.246 -1.404 -0.904  0.062
5 S -0.293 -2.842 -1.645  -0.354
6 N -0.495 -1.154 0.425  -0.216
7 H 1.571 0.717 0.464  0.341
8 H 0.963 0.737 1.999  0.367
9 H 0.414 2.082 0.990  0.288
10 H -1.393 0.834 0.447  0.205
11 H 0.612 0.666 -1.527  0.309
12 H -1.087 0.552 -1.739  0.263
13 H -0.049 -1.666 1.249  0.299

## Properties
highest occupied orbital energy	-8.46	eV
2S+1	1
E	-609.49995	Ha
energy above the lowest of the compared OMol25 structures with the same formula, charge and spin	1.593	eV
M	101.17	g/mol
LUMO	0.0239	Ha
SMILES	C[C@H]1CC(=S)N1

***

> Look up the energy above the lowest of the compared OMol25 structures with the same formula, charge and spin of the fifth one.

0.000 eV

***

> Which value of M does entry 5 give?

735.34 g/mol

***

> energy above the lowest of the compared OMol25 structures with the same formula, charge and spin of number 1 (C3H8OS)?

0.597 eV

***

> Which value of energy above the lowest of the compared OMol25 structures with the same formula, charge and spin does entry 3 give?

1.218 eV